P | Computed, not measured: the ion C8H11N2 with charge +1, with ωB97M-V with the def2-TZVPD basis set.

Calculated values
Charge: +1
Gap between HOMO and LUMO: 10.32 eV
Structure (SMILES): CC1=[N+](C#N)[C@H]2CC[C@@H]1C2
HOMO energy: -0.5717 hartree

```
21
C8H11N2 (ωB97M-V with the def2-TZVPD basis set)
C 1.822 1.347 0.849
C -0.335 0.948 -0.163
C -1.112 -1.264 0.361
C 0.337 -1.477 0.944
C 0.278 -0.950 -1.433
C -0.914 -0.255 -0.790
C 1.175 -0.848 -0.197
C -0.832 2.238 0.077
N 2.405 2.093 1.500
N 0.916 0.604 0.175
H -1.422 -2.176 -0.016
H -1.812 -1.051 1.186
H 0.427 -0.903 1.940
H 0.572 -2.556 1.006
H -0.033 -1.957 -1.721
H 0.783 -0.558 -2.470
H -1.727 -0.094 -1.562
H 2.273 -1.147 -0.142
H -1.514 2.128 0.829
H -1.277 2.936 -0.718
H -0.011 2.943 0.344
```

***

Q | Computed, not measured: the ion C8H11N2 with charge +1, with ωB97M-V with the def2-TZVPD basis set.

Calculated values
Charge: +1
Gap between HOMO and LUMO: 9.91 eV
Structure (SMILES): [H]/N=C1\CCC2=C(C3CC3)[N@H+]21
HOMO energy: -0.5151 hartree

```
21
C8H11N2 (ωB97M-V with the def2-TZVPD basis set)
C -0.771 0.953 0.356
C 0.005 0.415 -0.534
C -1.414 -1.344 0.197
C -1.349 0.652 1.704
C -1.839 -0.856 1.608
C 2.450 0.046 -1.102
C 2.251 1.480 -0.860
C 1.171 0.637 -1.487
N -1.316 -0.055 -0.643
N -0.906 -2.357 -0.292
H -0.454 0.772 2.407
H -2.270 1.287 1.831
H -2.890 -0.736 1.709
H -1.285 -1.510 2.349
H 3.119 -0.068 -2.001
H 2.677 -0.673 -0.315
H 1.914 1.767 0.168
H 2.787 2.109 -1.400
H 0.901 0.609 -2.596
H -1.947 0.032 -1.436
H -0.834 -3.160 0.336
```

***

Energies relative to the most stable structure, in hartree: P 0.0000; Q 0.1033.

***

P | Computed, not measured: a cluster of 2 separate species, C4H7FN3 in total, with ωB97M-V with the def2-TZVPD basis set.

Calculated values
Charge: +1
Gap between HOMO and LUMO: 9.24 eV
HOMO energy: -0.5024 hartree

```
15
C4H7FN3 (ωB97M-V with the def2-TZVPD basis set)
C -0.241 0.667 1.211
C -0.645 -1.295 -1.273
C 0.588 2.298 -0.216
C 0.765 -0.181 1.193
N -0.349 1.585 0.208
N -0.598 -0.250 -1.809
N -0.536 -2.289 -0.541
F 0.827 -1.227 2.066
H -1.259 0.404 1.754
H 0.303 2.994 -0.952
H 1.584 2.265 0.055
H 1.592 -0.183 0.440
H -1.154 0.551 -1.661
H -0.106 -2.104 0.403
H -0.770 -3.236 -0.879
```

***

Q | Computed, not measured: the ion C4H7FN3 with charge +1, with ωB97M-V with the def2-TZVPD basis set.

Calculated values
Charge: +1
Gap between HOMO and LUMO (alpha / beta): 6.77 / 8.30 eV
HOMO energy (alpha / beta): -0.4866 / -0.5139 hartree

```
15
C4H7FN3 (ωB97M-V with the def2-TZVPD basis set)
C -1.612 -0.817 0.464
C 0.850 0.894 0.019
C 0.551 -1.527 -0.288
C -1.913 0.235 -0.402
N -0.646 -1.668 0.423
N 1.334 -0.288 0.005
N 1.307 2.060 0.322
F -2.871 1.071 -0.102
H -2.347 -0.996 1.249
H 1.194 -2.365 -0.004
H 0.387 -1.580 -1.378
H -1.506 0.393 -1.395
H 2.315 -0.512 0.176
H 0.717 2.874 0.213
H 2.239 2.226 0.698
```

***

Energies relative to the most stable structure, in hartree: P 0.0000; Q 0.0164.

***

P | Computed, not measured: a cluster of 2 separate species, H2N2O2 in total, with ωB97M-V with the def2-TZVPD basis set.

Calculated values
Gap between HOMO and LUMO (alpha / beta): 8.27 / 9.55 eV
HOMO energy (alpha / beta): -0.2940 / -0.3338 hartree

```
6
H2N2O2 (ωB97M-V with the def2-TZVPD basis set)
N -0.569 -0.151 1.673
N 0.032 0.538 1.021
O 0.982 0.280 -1.527
O 0.102 -0.361 -0.740
H -0.954 -1.081 1.654
H 0.407 0.774 -2.081
```

***

Q | Computed, not measured: a cluster of 2 separate species, H2N2O2 in total, with ωB97M-V with the def2-TZVPD basis set.

Calculated values
Gap between HOMO and LUMO (alpha / beta): 7.90 / 8.03 eV
HOMO energy (alpha / beta): -0.3206 / -0.3464 hartree

```
6
H2N2O2 (ωB97M-V with the def2-TZVPD basis set)
N -1.106 1.805 1.008
N 0.183 -0.222 -0.316
O -0.086 1.820 0.260
O 0.682 -1.206 -1.011
H 0.255 0.667 -0.741
H 0.489 -2.107 -0.748
```

***

Energies relative to the most stable structure, in hartree: P 0.0000; Q 0.0369.